Entry 1:
Formula: C3H2ErFO3
Source: the Open Molecules 2025 dataset
Level of theory: wB97M-V/def2-TZVPD

Calculated values
- Charge: +4
- Multiplicity: 4
- Molecular weight: 272.30 g mol⁻¹
- <S²>: 3.752
- F_max: 5.31 eV/Å
- Lowest unoccupied orbital energy (spin up / spin down): -21.459 / -23.281 eV

Last column: Mulliken spin population.
Geometry (Å):
C (0.0370, -2.1664, 0.5460)  0.00
C (1.4863, -1.9241, 0.6937)  0.00
O (1.5499, -0.5420, 0.3697)  0.00
C (0.3888, -0.0801, 0.0495)  0.00
O (-0.5772, -1.1129, 0.1770)  0.00
O (0.0808, 1.0230, -0.2618)  -0.01
Er (-1.2669, 3.0453, -0.9546)  3.01
F (-0.5587, -3.2484, 0.5926)  0.00
H (2.0918, -2.5357, 0.0041)  0.00
H (1.6749, -2.1198, 1.7824)  0.00

Atomic forces in eV per Å
0.625 -2.023 -0.972
-0.697 -1.208 1.141
-0.564 1.522 -0.539
1.588 -3.919 1.677
-0.872 1.556 -0.367
-2.250 4.552 -1.563
1.125 -1.238 0.459
0.088 0.620 0.391
0.199 -0.041 0.263
0.760 0.179 -0.488

---

Entry 2:
Formula: C30H29BCrN4O4P
Source: the Open Molecules 2025 dataset
Level of theory: wB97M-V/def2-TZVPD

Calculated values
- Charge: 0
- Multiplicity: 2
- Molecular weight: 603.37 g mol⁻¹
- <S²>: 0.759
- F_max: 1.21 eV/Å
- Lowest unoccupied orbital energy (spin up / spin down): -0.222 / 0.157 eV

Last column: Mulliken spin population.
Geometry (Å):
Cr (-0.8068, 0.6613, 1.3680)  1.02
O (-2.0142, 1.5664, 2.4383)  -0.01
C (-2.3865, 2.8287, 2.5620)  0.00
C (-3.0574, 3.2119, 3.7320)  0.01
C (-3.4577, 4.5166, 3.9226)  -0.01
C (-3.1987, 5.4947, 2.9566)  0.01
C (-2.5425, 5.1237, 1.8038)  -0.01
C (-2.1396, 3.8003, 1.5866)  0.01
C (-1.4873, 3.4113, 0.3415)  0.00
N (-0.7834, 2.3107, 0.1257)  0.00
C (-0.3485, 2.3544, -1.1901)  0.00
C (-0.8052, 3.4839, -1.7713)  0.00
N (-1.5153, 4.1462, -0.7887)  0.00
H (-3.2546, 2.4444, 4.4701)  0.00
H (-3.9758, 4.7843, 4.8359)  0.00
H (-3.4998, 6.5218, 3.1112)  0.00
H (-2.3183, 5.8817, 1.0601)  0.00
H (0.2534, 1.5755, -1.6076)  0.00
H (-0.7003, 3.8681, -2.7704)  0.00
H (-2.0332, 4.9994, -0.9038)  0.00
N (0.7110, 1.4248, 2.6603)  -0.01
C (0.6440, 0.6114, 3.8873)  0.00
C (0.2144, -0.7936, 3.5329)  0.01
O (0.5594, -1.7449, 4.1929)  0.00
O (-0.5511, -0.8711, 2.4634)  -0.02
H (1.5947, 1.2869, 2.1806)  0.00
H (0.6257, 2.4143, 2.8626)  0.00
H (-0.1269, 1.0352, 4.5312)  0.00
H (1.5826, 0.5797, 4.4346)  0.00
B (-3.6405, -1.3617, -1.7782)  0.00
C (-2.7424, -0.7190, -0.6335)  0.03
N (-2.0910, -0.2059, 0.1675)  -0.03
H (-4.7686, -1.4947, -1.3472)  0.00
H (-3.5963, -0.5801, -2.7202)  0.00
H (-3.1356, -2.4343, -2.0713)  0.00
O (0.7448, -0.0561, 0.2556)  -0.02
P (1.1286, -1.1945, -0.6901)  0.00
C (0.3084, -2.7499, -0.4146)  0.00
C (0.2907, -3.2440, 0.8937)  0.00
C (-0.2805, -4.4760, 1.1552)  0.00
C (-0.8209, -5.2274, 0.1187)  0.00
C (-0.7834, -4.7561, -1.1835)  0.00
C (-0.2173, -3.5183, -1.4567)  0.00
C (2.8716, -1.5311, -0.4497)  0.00
C (3.4229, -2.7213, -0.9238)  0.00
C (4.7757, -2.9722, -0.7583)  0.00
C (5.5797, -2.0391, -0.1138)  0.00
C (5.0340, -0.8564, 0.3642)  0.00
C (3.6794, -0.5989, 0.1948)  0.00
C (0.9283, -0.7472, -2.4135)  0.00
C (2.0197, -0.3153, -3.1693)  0.00
C (1.8323, 0.1284, -4.4723)  0.00
C (0.5593, 0.1368, -5.0259)  0.00
C (-0.5311, -0.2993, -4.2816)  0.00
C (-0.3513, -0.7378, -2.9807)  0.00
H (0.6967, -2.6686, 1.7122)  0.00
H (-0.3083, -4.8411, 2.1738)  0.00
H (-1.2773, -6.1863, 0.3310)  0.00
H (-1.2117, -5.3397, -1.9878)  0.00
H (-0.2019, -3.1585, -2.4749)  0.00
H (2.7910, -3.4570, -1.4086)  0.00
H (5.2011, -3.8991, -1.1206)  0.00
H (6.6349, -2.2403, 0.0223)  0.00
H (5.6616, -0.1351, 0.8710)  0.00
H (3.2441, 0.3231, 0.5583)  0.00
H (3.0156, -0.3214, -2.7447)  0.00
H (2.6814, 0.4631, -5.0547)  0.00
H (0.4167, 0.4773, -6.0443)  0.00
H (-1.5271, -0.3015, -4.7054)  0.00
H (-1.2155, -1.0715, -2.4211)  0.00

Atomic forces in eV per Å
0.723 0.162 0.957
-0.228 0.301 -0.424
0.195 -0.548 0.308
-0.129 0.136 0.125
-0.012 0.012 0.014
0.027 -0.134 0.029
-0.040 0.050 -0.022
0.139 0.103 -0.390
0.072 -0.013 0.142
0.091 0.006 -0.310
-0.178 0.014 0.318
-0.066 0.220 0.108
-0.038 0.169 -0.284
-0.004 0.036 -0.016
0.017 -0.001 -0.032
0.004 -0.025 0.006
-0.005 -0.026 0.024
0.040 -0.118 -0.061
0.004 0.011 0.048
0.009 -0.040 -0.020
0.033 0.029 -0.078
0.085 0.365 0.016
-0.475 -0.217 -0.686
0.077 -0.164 0.181
0.174 -0.042 0.343
-0.002 -0.011 0.020
-0.041 -0.004 -0.001
-0.011 0.002 0.027
0.048 0.017 0.056
0.061 0.022 -0.013
-0.409 -0.013 -0.109
-0.279 -0.382 -0.241
0.167 0.021 -0.049
0.000 -0.096 0.113
-0.026 0.106 0.035
0.062 -0.191 -0.424
-0.155 0.254 0.306
-0.166 -0.233 -0.004
-0.008 -0.038 -0.078
0.000 -0.011 -0.005
-0.001 -0.026 0.055
0.027 0.079 -0.010
-0.025 -0.026 0.155
0.225 0.023 0.054
0.042 0.013 0.029
-0.025 0.051 0.023
-0.011 -0.008 -0.002
-0.041 0.005 -0.013
0.068 -0.086 -0.051
-0.091 0.104 -0.226
-0.057 0.035 -0.020
-0.018 -0.023 0.055
-0.022 -0.022 0.017
0.057 0.028 -0.043
0.057 0.051 0.026
0.008 0.005 -0.013
-0.006 0.009 -0.025
0.009 0.012 -0.007
0.013 0.020 0.003
0.014 -0.011 0.003
0.004 0.024 0.010
-0.005 0.014 0.002
-0.015 0.007 -0.001
0.001 -0.001 -0.002
-0.002 -0.010 -0.007
0.001 -0.008 0.014
-0.008 -0.010 0.016
0.003 -0.001 0.022
0.006 0.001 0.019
0.036 0.027 -0.017

---

Taking the records one at a time from the top gives total energy values of -1454.06032 -3091.41118 hartree.